#A
Below is a structure of composition C21H35CsN5O2S2Si, with properties calculated with ωB97M-V/def2-TZVPD.

Each line ends with the Löwdin charge.
CARTESIAN COORDINATES (ANGSTROEM)
Cs (1.2606, 0.3985, -0.2814)  0.847
S (1.0936, 3.8152, -0.5486)  0.301
S (0.0273, -1.9222, -3.0003)  0.748
Si (-1.1780, -6.7010, -1.7915)  0.286
O (1.4272, -1.4017, -2.9501)  -0.632
O (-3.8777, -0.5303, -2.2161)  -0.126
N (1.7962, -0.0311, 2.7194)  -0.036
N (2.8116, 2.2396, 1.4428)  -0.128
N (3.5718, 4.9068, -0.7590)  -0.080
N (-3.2241, -1.1750, -1.3121)  -0.250
N (3.4318, 3.3125, 0.8367)  -0.071
C (1.3185, -1.0525, 3.4147)  -0.242
C (2.7122, 0.8137, 3.3471)  -0.273
C (1.6270, -1.3750, 4.7258)  -0.147
C (-1.8127, -2.5821, 0.6286)  -0.058
C (3.0005, 6.2000, -1.0842)  -0.345
C (2.5534, -0.5233, 5.3800)  -0.150
C (-0.8812, -0.8127, -4.0972)  -0.251
C (-2.6302, -0.5180, -0.2782)  -0.032
C (-2.4024, -7.3573, -0.4524)  -0.235
C (-3.1306, -2.5254, -1.3690)  -0.037
C (-0.5378, -8.3289, -2.5289)  -0.223
C (4.3117, 2.7623, 3.3482)  -0.078
C (2.6173, 7.0399, 0.1332)  -0.119
C (0.0100, -3.3537, -4.0647)  -0.264
C (3.2527, 1.9363, 2.6524)  -0.343
C (-2.4230, -3.2410, -0.4244)  -0.056
C (0.1324, -5.5728, -1.3963)  -0.272
C (-2.3950, -5.9467, -3.0569)  -0.203
C (3.0802, 0.5384, 4.7023)  -0.082
C (2.7692, 3.9595, -0.0725)  -0.906
C (-1.9392, -1.2012, 0.6988)  -0.087
H (-1.8464, -7.8794, 0.3326)  0.005
H (0.5729, -3.1184, -4.9689)  0.056
H (3.9088, 3.2763, 4.2278)  0.068
H (0.6114, -1.6964, 2.8809)  0.078
H (4.4491, 4.9778, -0.2562)  0.094
H (-3.2848, -6.5636, -3.2172)  0.014
H (-1.0300, -3.5889, -4.2910)  0.042
H (3.4887, 7.2412, 0.7625)  0.060
H (2.1832, 7.9976, -0.1699)  0.055
H (3.7271, 6.7405, -1.7007)  0.093
H (-2.3272, -4.3131, -0.5300)  0.072
H (-3.1316, -8.0566, -0.8802)  0.001
H (-2.7568, 0.5534, -0.3093)  0.136
H (1.0609, -5.8945, -0.9238)  -0.085
H (5.1421, 2.1382, 3.6906)  0.064
H (2.1135, 6.0214, -1.6915)  0.055
H (-3.6349, -2.9620, -2.2174)  0.124
H (-2.7394, -4.9692, -2.7013)  -0.015
H (2.8399, -0.7091, 6.4104)  0.076
H (-1.3585, -9.0113, -2.7733)  0.007
H (3.7812, 1.1926, 5.2026)  0.077
H (0.0539, -8.1565, -3.4296)  0.007
H (0.1041, -8.8324, -1.7996)  0.012
H (-1.9188, -1.1341, -4.1871)  0.045
H (1.1876, -2.2355, 5.2112)  0.063
H (-1.2434, -3.1417, 1.3570)  0.111
H (4.6934, 3.5102, 2.6598)  0.040
H (-0.8597, 0.1757, -3.6399)  0.053
H (-0.3818, -0.7875, -5.0661)  0.052
H (-2.9621, -6.5570, 0.0408)  -0.005
H (-1.9088, -5.7885, -4.0226)  0.006
H (-0.0579, -4.5134, -1.2101)  -0.089
H (-1.4964, -0.6297, 1.5083)  0.106
H (1.8798, 6.4981, 0.7266)  0.050
H (0.4373, -4.1833, -3.4879)  0.014

Values from the calculation:
<S²>: 0.779
charge: -2
gap between HOMO and LUMO (spin up / spin down): 3.29 / 5.02 eV
multiplicity: 2

***

#B
Below is a structure of composition C21H35CsN5O2S2Si, with properties calculated with ωB97M-V/def2-TZVPD.

Each line ends with the Löwdin charge.
CARTESIAN COORDINATES (ANGSTROEM)
Cs (0.3956, 1.6911, -0.1480)  1.102
S (-1.1822, 0.3061, -2.5727)  0.708
S (0.7912, 4.9875, 0.1471)  0.375
Si (-0.6242, -4.4034, -0.6078)  0.418
O (-3.8466, 1.2673, -1.1194)  -0.116
O (0.2554, 0.5750, -2.3306)  -0.918
N (3.0151, 3.6903, 1.0206)  -0.084
N (2.3241, 2.7355, 1.6687)  -0.169
N (3.3255, 5.1908, -0.6286)  -0.078
N (1.0768, 0.5937, 2.8310)  0.011
N (-4.0862, 0.0050, -1.0385)  -0.240
C (2.8767, 2.1884, 2.7244)  -0.342
C (-1.2876, -5.0274, 1.1179)  -0.214
C (2.8008, 0.4712, 4.5118)  -0.082
C (-4.1486, -2.0209, 0.2203)  -0.067
C (-1.5718, 1.4949, -3.9423)  -0.227
C (-4.5072, -0.6907, -2.1380)  -0.053
C (2.8365, 7.6040, -0.2078)  -0.136
C (-0.9105, -2.6950, -1.1758)  -0.298
C (-1.2408, -1.2149, -3.5180)  -0.322
C (2.2422, 1.0780, 3.3550)  -0.290
C (2.4282, 4.5353, 0.2231)  -0.949
C (2.1788, -0.5919, 5.1072)  -0.160
C (-3.9033, -0.6818, 0.1291)  -0.018
C (4.1756, 2.7240, 3.2987)  -0.077
C (-4.7745, -2.0275, -2.0868)  -0.066
C (-4.6198, -2.7367, -0.8917)  -0.070
C (-1.3765, -5.7124, -1.8138)  -0.219
C (3.0081, 6.4662, -1.2163)  -0.352
C (0.5061, -0.4329, 3.4189)  -0.228
C (1.2407, -4.8536, -0.6215)  -0.209
C (0.9865, -1.0772, 4.5514)  -0.158
H (3.7277, 0.8440, 4.9226)  0.075
H (-2.6188, 1.3863, -4.1952)  0.028
H (-1.2913, -6.7302, -1.4392)  0.001
H (1.7904, -4.2742, 0.1135)  0.013
H (2.0691, 6.3467, -1.7643)  0.064
H (3.8057, 6.7150, -1.9283)  0.095
H (3.7600, 7.7841, 0.3394)  0.056
H (-5.0910, -2.5318, -2.9892)  0.107
H (-0.9304, 1.2626, -4.7871)  0.043
H (-2.3758, -4.9696, 1.1313)  -0.012
H (-3.9598, -2.5264, 1.1559)  0.112
H (2.0547, 7.3228, 0.4911)  0.016
H (4.0196, 3.1175, 4.3045)  0.062
H (-4.7789, -3.8006, -0.8497)  0.098
H (4.5227, 3.5256, 2.6478)  0.040
H (-0.5205, -1.1711, -4.3261)  0.037
H (4.2802, 5.0909, -0.3085)  0.101
H (1.4272, -5.9079, -0.4261)  0.006
H (-2.2515, -1.3623, -3.8798)  0.022
H (-0.1598, -1.9987, -0.7796)  -0.019
H (1.6572, -4.6146, -1.5947)  0.009
H (-1.8932, -2.3222, -0.8806)  -0.057
H (-0.9989, -2.0660, -2.6653)  -0.012
H (-0.8735, -5.6793, -2.7761)  0.004
H (2.5914, -1.0463, 6.0030)  0.075
H (-4.5979, -0.0974, -3.0341)  0.125
H (-1.0092, -6.0449, 1.3939)  0.001
H (-1.3814, 2.4992, -3.5727)  0.047
H (-2.4292, -5.5150, -1.9962)  -0.008
H (-3.5340, -0.0841, 0.9495)  0.141
H (2.5394, 8.5174, -0.7183)  0.052
H (0.4699, -1.9245, 4.9785)  0.057
H (4.9492, 1.9566, 3.3421)  0.059
H (-0.9328, -4.3652, 1.9066)  0.005
H (-0.4186, -0.7743, 2.9608)  0.083

Values from the calculation:
<S²>: 0.780
charge: -2
gap between HOMO and LUMO (spin up / spin down): 2.27 / 4.62 eV
multiplicity: 2

***

Verdict on stability: #B comes out at the bottom.